1.
A gas-phase ion, C22H31N2O3 (charge +1), computed with ωB97M-V/def2-TZVPD.

Values from the calculation:
2S+1: 1
highest occupied orbital energy: -10.53 eV
total charge: +1
F_max: 0.99 eV/Å
SMILES: COc1ccccc1N1CC[NH+](C[C@H](O)COc2ccc(C)c(C)c2)CC1
ΔE to the lowest compared entry with this formula, charge and spin: 33.9 kcal/mol
Kohn-Sham gap: 8.508 eV

Positions of all 58 atoms, in Å:
1 C 5.727 0.362 -0.675
2 H 6.098 1.362 -0.436
3 H 5.680 0.244 -1.756
4 H 6.403 -0.390 -0.258
5 O 4.403 0.181 -0.220
6 C 4.134 0.369 1.108
7 C 5.108 0.603 2.067
8 C 4.764 0.810 3.393
9 C 3.438 0.783 3.771
10 C 2.457 0.532 2.825
11 C 2.777 0.317 1.491
12 N 1.796 0.122 0.495
13 C 0.430 0.489 0.741
14 C -0.399 -0.669 1.327
15 N -0.308 -1.843 0.429
16 C -1.173 -2.963 0.852
17 H -0.826 -3.888 0.384
18 H -1.122 -3.097 1.934
19 C -2.644 -2.772 0.436
20 O -3.287 -3.935 0.874
21 H -4.233 -3.898 0.694
22 C -2.761 -2.605 -1.098
23 O -2.024 -1.498 -1.574
24 C -2.595 -0.221 -1.566
25 C -3.818 0.105 -1.012
26 C -4.242 1.425 -1.060
27 C -3.473 2.423 -1.635
28 C -2.233 2.085 -2.193
29 C -1.810 0.767 -2.148
30 H -0.871 0.482 -2.600
31 C -1.373 3.127 -2.832
32 H -1.129 3.912 -2.118
33 H -1.900 3.593 -3.663
34 H -0.449 2.696 -3.207
35 C -3.965 3.834 -1.669
36 H -4.059 4.179 -2.698
37 H -3.265 4.498 -1.163
38 H -4.934 3.918 -1.187
39 H -5.202 1.674 -0.635
40 H -4.459 -0.634 -0.558
41 H -3.812 -2.537 -1.394
42 H -2.329 -3.484 -1.586
43 H -3.063 -1.882 0.933
44 C 1.112 -2.226 0.259
45 C 1.874 -1.039 -0.350
46 H 2.916 -1.310 -0.505
47 H 1.438 -0.795 -1.326
48 H 1.174 -3.093 -0.400
49 H 1.528 -2.484 1.236
50 H -0.681 -1.552 -0.510
51 H -1.442 -0.364 1.424
52 H -0.017 -0.964 2.307
53 H 0.391 1.347 1.411
54 H -0.023 0.790 -0.213
55 H 1.428 0.523 3.150
56 H 3.157 0.952 4.798
57 H 5.537 0.998 4.120
58 H 6.147 0.643 1.785

Results of the natural (NBO) charge analysis, in e, for atoms 1 through 4: -0.252, 0.188, 0.206, 0.182

***

2.
C22H31N3O4S in the gas phase at a distorted geometry, computed with ωB97M-V/def2-TZVPD.

Values from the calculation:
2S+1: 1
highest occupied orbital energy: -8.74 eV
total charge: 0
F_max: 1.01 eV/Å
SMILES: CC[C@H](C)NC(=O)c1cn(CC)c2ccc(S(=O)(=O)N3CCCCCC3)cc2c1=O
ΔE to the lowest compared entry with this formula, charge and spin: 13.5 kcal/mol
Kohn-Sham gap: 8.702 eV

Positions of all 61 atoms, in Å:
1 C 6.626 -2.255 2.881
2 C 5.334 -1.798 2.217
3 H 5.190 -0.727 2.383
4 H 4.493 -2.323 2.676
5 C 5.299 -2.079 0.709
6 N 3.969 -1.818 0.203
7 C 3.142 -2.776 -0.234
8 O 3.419 -3.966 -0.268
9 C 1.804 -2.285 -0.704
10 C 0.957 -3.238 -1.176
11 N -0.286 -3.018 -1.646
12 C -0.786 -1.736 -1.653
13 C -2.084 -1.442 -2.105
14 C -2.547 -0.147 -2.110
15 C -1.731 0.888 -1.676
16 C -0.461 0.631 -1.229
17 C 0.029 -0.679 -1.198
18 C 1.389 -0.899 -0.675
19 O 2.067 0.035 -0.253
20 H 0.183 1.435 -0.905
21 S -2.401 2.548 -1.683
22 O -1.318 3.484 -1.577
23 O -3.291 2.669 -2.802
24 N -3.343 2.473 -0.305
25 C -4.630 3.125 -0.349
26 H -5.329 2.532 0.254
27 C -4.643 4.579 0.128
28 H -5.607 5.006 -0.159
29 C -4.478 4.699 1.644
30 H -5.004 3.863 2.113
31 C -3.025 4.730 2.131
32 C -2.052 3.840 1.352
33 H -1.167 3.680 1.970
34 C -2.614 2.474 0.944
35 H -1.787 1.771 0.807
36 H -3.274 2.076 1.720
37 H -1.721 4.340 0.442
38 H -3.016 4.439 3.184
39 H -2.651 5.755 2.077
40 H -4.967 5.612 1.989
41 H -3.863 5.137 -0.391
42 H -4.942 3.076 -1.394
43 H -3.538 0.093 -2.462
44 H -2.736 -2.225 -2.455
45 C -1.081 -4.160 -2.060
46 C -2.007 -4.629 -0.941
47 H -1.423 -4.918 -0.071
48 H -2.695 -3.840 -0.647
49 H -2.582 -5.488 -1.274
50 H -0.392 -4.965 -2.324
51 H -1.649 -3.902 -2.956
52 H 1.310 -4.262 -1.177
53 H 3.627 -0.860 0.201
54 C 6.303 -1.232 -0.067
55 H 7.319 -1.471 0.232
56 H 6.205 -1.424 -1.133
57 H 6.121 -0.175 0.113
58 H 5.491 -3.144 0.534
59 H 7.478 -1.687 2.517
60 H 6.803 -3.309 2.681
61 H 6.563 -2.117 3.958

Results of the natural (NBO) charge analysis, in e, for atoms 1 through 4: -0.607, -0.394, 0.194, 0.208

***

3.
9 unconnected molecules or ions with the total composition C22H31N9 at a distorted geometry, computed with ωB97M-V/def2-TZVPD.

Values from the calculation:
2S+1: 1
highest occupied orbital energy: -7.90 eV
total charge: 0
F_max: 3.82 eV/Å
SMILES: c1cc[nH]c1.c1cc[nH]c1.CC#N.CC#N.CC#N.CC#N.CC#N.CC#N.CC#N
ΔE to the lowest compared entry with this formula, charge and spin: 10.7 kcal/mol
Kohn-Sham gap: 8.260 eV

Positions of all 62 atoms, in Å:
1 C 4.538 1.976 9.819
2 C 3.661 1.181 8.937
3 N 2.993 0.587 8.179
4 H 5.585 1.834 9.552
5 H 4.292 1.824 10.870
6 H 4.305 3.009 9.561
7 C -7.456 1.092 -0.338
8 C -7.485 2.270 -1.266
9 N -7.442 3.204 -1.945
10 H -6.554 1.251 0.253
11 H -7.522 0.159 -0.898
12 H -8.249 1.155 0.407
13 C -0.964 5.418 -6.740
14 C -0.072 5.568 -7.896
15 N 0.606 5.655 -8.812
16 H -1.337 4.399 -6.636
17 H -1.747 6.176 -6.773
18 H -0.467 5.717 -5.817
19 C -4.420 -1.802 -8.599
20 C -5.642 -2.524 -8.298
21 N -6.590 -3.088 -8.030
22 H -3.746 -1.946 -7.755
23 H -4.710 -0.759 -8.725
24 H -4.072 -2.254 -9.528
25 C 4.434 -2.494 -0.289
26 C 5.140 -1.176 -0.163
27 N 5.750 -0.173 -0.036
28 H 4.224 -2.956 0.676
29 H 5.150 -3.185 -0.735
30 H 3.477 -2.315 -0.778
31 C -1.272 -9.818 1.540
32 C -2.205 -10.913 1.849
33 N -2.973 -11.744 2.092
34 H -0.544 -9.953 0.739
35 H -0.756 -9.567 2.467
36 H -1.781 -8.871 1.362
37 C -3.000 -4.267 9.944
38 C -3.001 -5.188 8.834
39 N -2.974 -5.889 7.893
40 H -4.006 -4.140 10.343
41 H -2.673 -3.270 9.649
42 H -2.392 -4.507 10.817
43 N 6.283 6.677 -2.254
44 C 7.296 7.306 -2.914
45 C 6.771 8.036 -4.037
46 C 5.432 7.662 -4.106
47 C 5.196 6.761 -3.061
48 H 6.362 6.095 -1.432
49 H 8.236 7.313 -2.382
50 H 7.370 8.645 -4.698
51 H 4.794 8.178 -4.807
52 H 4.341 6.204 -2.708
53 N -0.647 -0.807 1.670
54 C -0.729 -0.138 0.465
55 C -1.255 -0.995 -0.491
56 C -1.614 -2.164 0.166
57 C -1.138 -2.086 1.492
58 H -0.181 -0.476 2.503
59 H -0.310 0.857 0.459
60 H -1.326 -0.846 -1.558
61 H -1.997 -3.064 -0.292
62 H -0.987 -2.835 2.256

Results of the natural (NBO) charge analysis, in e, for atoms 1 through 4: -0.719, 0.287, -0.337, 0.258

***

What is the ΔE to the lowest compared entry with this formula, charge and spin in the second record?
13.5 kcal/mol

***

What is the formula in the first record?
C22H31N2O3

***

Which value of total charge does entry 2 give?
0